{"formula": "C17H15FeNO5S", "method": "wB97M-V/def2-TZVPD", "elements": ["O", "C", "Fe", "C", "O", "C", "O", "C", "C", "C", "C", "C", "C", "C", "H", "H", "H", "H", "H", "H", "H", "C", "C", "C", "C", "C", "S", "N", "O", "O", "C", "C", "H", "H", "H", "H", "H", "H", "H", "H"], "positions_angstrom": [[2.7567, 2.1946, 1.6315], [1.8365, 1.4840, 1.5251], [0.5038, 0.3279, 1.5583], [1.7568, -0.8951, 1.4034], [2.6316, -1.6640, 1.4741], [0.6885, 0.2197, 3.3013], [0.5749, 0.1454, 4.4599], [-1.1201, -1.1465, 0.9416], [-2.0553, -0.3716, 1.6293], [-2.0267, 0.9961, 1.7187], [-1.0454, 1.8266, 1.1524], [-0.3686, 1.6335, -0.0694], [-0.2557, 0.4537, -0.7857], [-0.3403, -0.7951, -0.1705], [-1.1237, -2.2116, 1.1922], [-2.8313, -0.9115, 2.1829], [-2.7838, 1.4638, 2.3571], [-0.9588, 2.8307, 1.5927], [0.0752, 2.5346, -0.5063], [0.1723, 0.4945, -1.8028], [0.1145, -1.6452, -0.6889], [1.6923, -7.2826, 0.8974], [0.3984, -6.5506, 0.7378], [-0.2791, -6.6005, -0.4880], [-1.4891, -5.9297, -0.6534], [-2.0193, -5.1918, 0.4010], [-3.5435, -4.2473, 0.1454], [-2.8775, -2.9680, -0.4317], [-4.3291, -5.0078, -0.8136], [-4.0927, -4.1389, 1.4775], [-1.3553, -5.1279, 1.6269], [-0.1405, -5.7927, 1.7868], [2.0767, -7.1273, 1.9065], [1.5515, -8.3558, 0.7265], [2.4265, -6.9098, 0.1744], [0.1328, -7.1770, -1.3210], [-2.0384, -5.9679, -1.5877], [-3.6115, -2.3412, -0.7711], [-1.7995, -4.5635, 2.4397], [0.3833, -5.7296, 2.7452]], "atomic_forces_ev_per_a": [[-1.70, -1.55, -0.20], [3.52, 3.87, -0.02], [0.27, -0.10, -0.83], [3.29, -3.94, -0.21], [-1.46, 1.51, -0.14], [-1.77, -0.27, 4.98], [0.80, 0.15, -2.42], [0.39, -1.66, -1.18], [-1.25, 0.69, 0.59], [-0.98, -0.61, 0.63], [-0.20, 1.98, -0.48], [-0.64, 0.81, 0.28], [0.35, 0.64, -2.02], [-1.22, -1.52, 0.67], [0.20, 0.40, -0.08], [0.31, 0.21, -0.09], [0.37, -0.08, -0.13], [-0.11, -0.46, -0.36], [-0.02, -0.32, 0.17], [-0.10, 0.02, 0.77], [0.08, 0.33, 0.25], [0.13, -0.02, 0.08], [-0.35, 0.35, -0.15], [-0.33, 0.11, 0.14], [0.11, 0.05, 0.11], [-0.09, 0.09, -0.02], [0.87, -5.77, 1.96], [-0.35, 2.09, -1.20], [0.30, 1.51, -0.02], [-0.29, 1.37, -0.56], [-0.07, 0.03, -0.30], [-0.16, -0.13, -0.18], [0.13, -0.13, -0.11], [0.10, 0.17, 0.04], [-0.04, -0.13, 0.15], [-0.10, 0.16, 0.31], [0.12, -0.06, 0.01], [-0.06, 0.36, -0.06], [0.09, -0.05, -0.02], [-0.16, -0.07, -0.35]], "spin_multiplicity": 5, "lumo_energy_ev": [-0.48, -3.45], "charge": 0, "molar_mass_g_mol": 401.22}

---

{"formula": "C21H21N4O2RhSi", "method": "wB97M-V/def2-TZVPD", "elements": ["Rh", "O", "C", "N", "C", "C", "C", "C", "C", "C", "N", "C", "O", "C", "C", "C", "C", "C", "N", "C", "C", "C", "C", "C", "N", "H", "H", "H", "H", "H", "H", "H", "H", "H", "H", "H", "H", "C", "Si", "C", "C", "H", "H", "H", "H", "H", "H", "H", "H", "H"], "positions_angstrom": [[0.0270, 0.1569, 0.0821], [2.0339, -0.0037, 3.7735], [1.7113, -0.0512, 2.5781], [0.3572, -0.2405, 2.2079], [-0.3884, -1.2750, 2.6288], [-0.0297, -2.0696, 3.8009], [-0.7903, -3.1508, 4.1176], [-1.9549, -3.5093, 3.3602], [-2.3372, -2.7391, 2.2827], [-1.5807, -1.6674, 1.9007], [-1.7645, -0.8976, 0.7742], [-2.9840, -0.3402, 0.5058], [-4.0760, -0.8548, 0.7808], [-2.8898, 1.0428, -0.0789], [-3.9638, 1.7239, -0.6148], [-3.8259, 3.0774, -1.0170], [-2.5727, 3.6476, -0.9454], [-1.5061, 2.8509, -0.5392], [-1.6592, 1.6187, -0.0960], [2.6371, -0.0639, 1.4836], [4.0026, -0.0335, 1.6859], [4.8648, -0.3848, 0.6626], [4.2920, -0.9336, -0.4981], [2.9335, -0.9370, -0.6689], [2.0809, -0.4532, 0.2527], [0.8464, -1.8606, 4.3974], [-0.5575, -3.6453, 5.0391], [-2.5463, -4.3248, 3.6906], [-3.2584, -3.0078, 1.7005], [-4.9576, 1.1925, -0.5982], [-4.6482, 3.6450, -1.4073], [-2.4194, 4.6861, -1.2719], [-0.4962, 3.2395, -0.6829], [4.4178, 0.3733, 2.6043], [5.9382, -0.2530, 0.7865], [4.9266, -1.2424, -1.3406], [2.5230, -1.3575, -1.5706], [0.9652, -1.0005, -3.1953], [0.4035, 0.5732, -2.2574], [1.7604, 1.8240, -2.3771], [-1.0189, 1.0526, -3.3909], [2.0328, -1.0742, -3.3588], [0.5359, -1.0536, -4.2003], [0.6932, -1.8889, -2.6527], [1.8586, 2.0498, -3.4439], [2.6918, 1.3642, -1.9459], [1.5376, 2.7649, -1.8441], [-0.5812, 1.3641, -4.3067], [-1.6441, 1.8874, -3.1570], [-1.6202, 0.1793, -3.6365]], "atomic_forces_ev_per_a": [[0.37, -0.32, 0.30], [-0.06, 0.43, -0.50], [0.68, -0.45, 1.73], [-1.25, -0.56, -1.05], [1.17, -0.48, 1.61], [-0.22, 0.01, -1.00], [-0.97, 0.19, -0.30], [1.19, 1.11, 0.68], [-1.77, -1.34, -0.42], [1.41, 1.13, -0.48], [-0.06, 1.45, -0.75], [-0.92, -1.41, 0.58], [1.04, 1.03, -0.46], [0.60, 0.81, -0.71], [-1.62, 0.11, 0.43], [0.40, -1.34, 0.38], [-0.14, 0.38, -0.27], [0.11, 0.69, -0.38], [0.14, -1.01, -0.30], [-1.96, -0.55, 0.20], [2.01, 0.61, -0.62], [-0.35, 0.38, 1.30], [0.27, -0.13, -1.44], [0.59, -0.09, 0.06], [-0.80, 0.21, -0.38], [-0.07, 0.40, -0.18], [0.06, -0.59, 0.15], [-0.45, -0.67, 0.10], [1.15, 0.41, 0.61], [1.21, 0.71, -0.17], [-0.37, 0.02, -0.02], [0.08, -0.61, 0.22], [-0.14, -0.25, 0.44], [-0.36, -0.22, 0.03], [-0.25, -0.17, -0.09], [-0.37, -0.09, 0.50], [-0.09, 0.12, 0.14], [0.10, 0.36, -0.13], [-0.27, -0.79, -0.43], [0.62, 0.20, 0.57], [-0.22, -0.25, 0.60], [0.31, 0.20, 0.02], [-0.28, 0.09, 0.20], [-0.30, -0.56, 0.16], [0.35, 0.04, 0.10], [-0.72, 0.64, -0.56], [0.20, -0.33, -0.19], [0.79, 0.11, -1.09], [-0.64, 0.41, 0.61], [-0.20, -0.02, 0.17]], "spin_multiplicity": 5, "lumo_energy_ev": [-0.57, -1.87], "charge": 0, "de_lowest_kcal_mol": 0.0, "molar_mass_g_mol": 492.42}

---

{"formula": "C4H8N2O5", "method": "wB97M-V/def2-TZVPD", "elements": ["C", "C", "C", "C", "N", "N", "O", "O", "O", "O", "O", "H", "H", "H", "H", "H", "H", "H", "H"], "positions_angstrom": [[1.1219, 0.6948, 1.9393], [-0.1061, 0.8530, 1.5658], [0.6273, -1.2146, -0.7907], [-0.5264, -0.2304, -0.8512], [-0.2224, 1.0198, -1.2001], [-1.9143, -0.5968, -0.6865], [-0.9558, 1.9213, -1.5404], [1.1921, 1.2654, -1.2355], [-2.1178, -1.7755, -0.8543], [-2.7501, 0.2683, -0.3940], [0.4267, -2.1158, 0.2523], [1.2638, 2.2962, -1.1878], [1.8559, 1.5204, 1.7945], [1.4279, -0.2827, 2.3290], [-0.9011, 0.0275, 1.6623], [-0.4960, 1.7270, 1.1932], [1.5722, -0.6674, -0.4685], [0.8273, -1.9150, -1.6507], [-0.3252, -2.7954, 0.1233]], "atomic_forces_ev_per_a": [[2.10, -0.08, 0.35], [-2.60, -2.74, 0.98], [0.52, -1.32, 0.68], [1.76, 1.27, -1.31], [-0.15, -0.79, -0.35], [-0.12, 1.92, -0.17], [0.27, 0.39, 0.38], [-0.71, 2.26, -0.03], [-0.57, -0.82, 0.07], [1.19, -1.41, -0.31], [-1.57, -2.28, 1.69], [-0.60, -2.46, -0.25], [-0.47, -0.87, 0.36], [0.25, 0.55, -0.10], [1.47, 1.23, 0.11], [-0.74, 2.10, -0.82], [-1.41, -0.63, -0.85], [-0.38, 1.69, -0.17], [1.74, 1.99, -0.25]], "lumo_energy_ev": [-1.06, -1.06], "charge": 0, "de_lowest_kcal_mol": 204.0, "molar_mass_g_mol": 164.12}

---

{"formula": "C30H47BIrO2P2", "method": "wB97M-V/def2-TZVPD", "elements": ["Ir", "C", "C", "C", "C", "C", "C", "H", "H", "H", "C", "H", "H", "H", "C", "H", "H", "H", "C", "H", "H", "H", "C", "H", "H", "H", "C", "C", "C", "C", "C", "C", "C", "C", "H", "H", "H", "H", "H", "H", "H", "H", "H", "H", "H", "H", "P", "P", "C", "C", "H", "H", "H", "H", "C", "H", "H", "H", "C", "H", "H", "H", "C", "H", "H", "H", "C", "H", "H", "H", "O", "B", "O", "C", "C", "C", "C", "C", "C", "H", "H", "H", "H"], "positions_angstrom": [[-0.6801, -2.1335, -1.5415], [-2.8832, 2.5129, -0.4845], [-3.1326, 1.7191, 0.6707], [-1.7385, 3.4364, 1.2878], [-1.9881, 3.5469, -0.1078], [-2.4446, 2.2954, 1.7688], [-3.3999, 2.2939, -1.8514], [-4.3267, 1.7069, -1.8287], [-2.6792, 1.7559, -2.4861], [-3.6137, 3.2507, -2.3479], [-1.4241, 4.5560, -1.0230], [-1.2000, 4.1120, -2.0046], [-0.4867, 4.9654, -0.6305], [-2.1257, 5.3887, -1.1789], [-0.8803, 4.3455, 2.0690], [-1.1863, 5.3917, 1.9271], [0.1742, 4.2622, 1.7683], [-0.9444, 4.1149, 3.1367], [-2.4477, 1.7676, 3.1517], [-3.4736, 1.6298, 3.5258], [-1.9257, 2.4585, 3.8206], [-1.9346, 0.7934, 3.2156], [-3.9809, 0.5069, 0.7545], [-4.8835, 0.6965, 1.3550], [-3.4393, -0.3184, 1.2342], [-4.2901, 0.1756, -0.2424], [0.7270, -3.4086, -2.1185], [-0.5551, -3.7378, -2.7064], [-1.3327, -4.9214, -2.1832], [-2.0452, -4.6323, -0.8448], [-1.8393, -3.2154, -0.3325], [-0.5774, -2.8621, 0.2830], [0.5155, -3.8879, 0.4028], [1.2525, -4.1791, -0.9222], [-0.7051, -5.8154, -2.0856], [-1.7677, -5.3654, -0.0738], [-2.0949, -5.1537, -2.9405], [1.2365, -5.2531, -1.1436], [1.4648, -2.9823, -2.8056], [-0.6739, -3.5135, -3.7725], [2.3069, -3.8999, -0.7895], [1.2201, -3.5111, 1.1517], [-0.6202, -2.0757, 1.0429], [0.1237, -4.8280, 0.7989], [-3.1179, -4.7598, -1.0329], [-2.7208, -2.6993, 0.0646], [3.1240, -1.5501, -0.6314], [1.6973, -0.1701, 2.6713], [3.7286, -0.5452, 0.7669], [3.1889, -1.1004, 2.1056], [3.4226, 0.5048, 0.6100], [4.8280, -0.6112, 0.7232], [2.9204, -2.1661, 1.9726], [3.9491, -0.9917, 2.8982], [2.5489, 1.1391, 3.6253], [1.7951, 1.6665, 4.2240], [3.0137, 1.8596, 2.9380], [3.3120, 0.6980, 4.2764], [1.0627, -1.2405, 4.0074], [1.8627, -1.8668, 4.4239], [0.2711, -1.8712, 3.5800], [0.6206, -0.6036, 4.7859], [4.0623, -0.9061, -2.0383], [3.3852, -0.7932, -2.8958], [4.8070, -1.6878, -2.2596], [4.5688, 0.0483, -1.8478], [-1.8254, -0.7935, -2.4057], [-1.9794, 0.0384, -1.7082], [-2.7766, -1.3049, -2.6156], [-1.3515, -0.4534, -3.3358], [1.2150, -0.0024, -2.4048], [1.1047, -0.7630, -1.1390], [0.7325, 0.2283, -0.1108], [1.0375, 1.4530, -0.6488], [1.4534, 2.5931, 0.0206], [1.9504, 3.6452, -0.7553], [2.0504, 3.5255, -2.1451], [1.6661, 2.3661, -2.8183], [1.2185, 1.3111, -2.0360], [1.4083, 2.6413, 1.1065], [2.2756, 4.5693, -0.2637], [2.4441, 4.3606, -2.7274], [1.7459, 2.2437, -3.8994]], "atomic_forces_ev_per_a": [[0.45, 4.53, -0.83], [0.21, -0.26, 0.05], [-0.24, -0.06, 0.00], [0.10, -0.06, -0.06], [-0.01, 0.14, -0.08], [0.13, -0.07, -0.01], [-0.50, 0.09, -0.24], [0.25, 0.13, -0.09], [-0.11, 0.23, 0.18], [0.08, -0.23, 0.13], [0.41, 0.12, -0.21], [-0.15, 0.14, 0.23], [-0.28, 0.00, -0.05], [0.07, -0.15, 0.01], [0.02, 0.16, 0.48], [0.11, -0.21, -0.03], [-0.29, 0.08, -0.03], [0.09, 0.15, -0.21], [0.09, 0.14, 0.30], [0.26, -0.01, -0.13], [-0.17, -0.24, -0.02], [-0.17, 0.22, -0.13], [-0.08, -0.18, -0.27], [0.20, -0.04, -0.11], [-0.07, 0.16, 0.03], [-0.03, 0.04, 0.25], [1.77, -1.24, -1.43], [1.42, -1.44, -0.11], [-0.72, -0.28, -0.35], [-0.87, -0.05, -0.08], [-0.72, -1.49, 2.21], [-1.16, -1.35, 2.16], [0.50, -0.11, 0.43], [0.61, -0.13, 0.00], [0.08, 0.26, -0.19], [-0.05, 0.20, -0.20], [0.24, -0.08, 0.28], [0.00, 0.16, -0.01], [0.01, -0.28, 0.24], [-0.10, 0.25, 0.33], [-0.32, -0.33, -0.10], [0.06, -0.16, -0.16], [0.22, 0.00, -0.14], [-0.11, 0.13, 0.10], [0.21, -0.05, 0.26], [0.13, -0.14, -0.23], [-1.00, 1.74, -0.30], [-0.43, 0.37, -0.02], [0.16, -0.47, 0.37], [0.10, -0.06, 0.00], [0.21, -0.25, -0.14], [-0.28, 0.20, 0.04], [0.24, 0.38, 0.35], [-0.18, -0.37, -0.33], [0.03, 0.01, 0.07], [0.27, -0.03, -0.06], [-0.03, -0.15, 0.24], [-0.07, 0.29, 0.05], [0.15, -0.20, 0.05], [-0.33, 0.10, 0.17], [0.22, 0.00, 0.29], [0.13, -0.28, -0.12], [0.27, -0.46, -0.40], [0.32, -0.13, 0.18], [0.01, 0.42, -0.21], [-0.12, -0.27, 0.11], [-1.31, 1.28, -1.54], [0.13, -0.10, 0.00], [0.01, 0.29, 0.01], [-0.17, 0.21, 0.20], [-0.08, -0.55, 1.03], [-0.86, 0.94, -0.82], [0.36, -1.35, -0.90], [0.50, -0.47, -0.82], [-0.39, 0.12, 0.03], [0.01, 0.04, 0.07], [-0.22, 0.44, -0.21], [-0.13, -0.20, 0.03], [0.84, 0.43, 0.41], [0.05, -0.05, -0.23], [-0.06, -0.41, -0.24], [-0.12, -0.23, 0.21], [0.21, 0.12, 0.33]], "spin_multiplicity": 6, "lumo_energy_ev": [-6.48, -7.85], "charge": 2, "de_lowest_kcal_mol": 0.0, "molar_mass_g_mol": 704.68}